Entry 1:
This record from the OMol25 dataset describes a cluster of 2 separate species, C4H12N2O2 in total. The level of theory is ωB97M-V with the def2-TZVPD basis set.

```
20
Properties=species:S:1:pos:R:3:mulliken_charge:R:1
C 0.00 0.00 0.00 -0.945
N -0.72 1.20 -0.30 -0.350
C 0.10 1.97 -1.18 -0.748
C -0.61 3.23 -1.75 -0.707
C -1.85 2.98 -2.69 0.455
N -2.71 4.04 -2.84 -0.385
O -1.96 1.96 -3.33 -0.576
H 1.05 0.14 0.29 0.343
H -0.03 -0.61 -0.92 0.119
H -0.52 -0.55 0.80 0.479
H -1.03 1.80 0.47 0.258
H 0.91 2.29 -0.50 0.474
H 0.55 1.34 -1.97 0.411
H -0.83 3.99 -0.98 0.353
H 0.11 3.68 -2.47 0.298
H -2.47 5.00 -2.56 0.208
H -3.60 3.85 -3.30 0.239
O 0.42 -3.26 -0.42 -0.657
H 0.63 -3.59 -1.32 0.325
H 0.00 -2.38 -0.57 0.404
```

**Relative energy (zero: lowest compared OMol25 entry of this formula, charge and spin)**: 164.7 kJ/mol
**SMILES**: CNCCC(N)=O.O
**Net charge**: 0
**Kohn-Sham gap**: 9.59 eV
**E_HOMO**: -8.79 eV

Entry 2:
This record from the OMol25 dataset describes a cluster of 2 separate species, C4H12N2O2 in total. The level of theory is ωB97M-V with the def2-TZVPD basis set.

```
20
Properties=species:S:1:pos:R:3:mulliken_charge:R:1
N -1.96 0.17 -0.49 -0.593
C -1.03 1.18 -0.96 -0.663
C 0.35 0.68 -1.36 -0.373
C 1.38 0.80 -0.24 -0.868
N 1.12 -0.01 0.93 -0.118
C 0.54 0.40 2.09 0.134
O 0.41 -0.33 3.06 -0.563
H -2.46 -0.33 -1.21 0.263
H -1.49 -0.56 0.04 0.217
H -1.56 1.70 -1.76 0.376
H -0.95 1.95 -0.19 0.295
H 0.30 -0.35 -1.71 0.314
H 0.75 1.23 -2.20 0.312
H 1.51 1.85 0.04 0.409
H 2.34 0.52 -0.64 0.357
H 1.08 -1.01 0.74 0.244
H 0.17 1.44 2.06 0.275
O -0.16 -2.87 0.32 -0.636
H 0.35 -3.68 0.38 0.284
H -0.70 -2.77 1.11 0.333
```

**Relative energy (zero: lowest compared OMol25 entry of this formula, charge and spin)**: 129.1 kJ/mol
**SMILES**: NCCCNC=O.O
**Net charge**: 0
**Kohn-Sham gap**: 9.81 eV
**E_HOMO**: -9.18 eV

Entry 3:
This record from the OMol25 dataset describes the molecule C4H12N2O2. The level of theory is ωB97M-V with the def2-TZVPD basis set.

```
20
Properties=species:S:1:pos:R:3:mulliken_charge:R:1
C -2.24 0.53 -0.27 -1.464
C -1.37 -0.41 0.56 0.229
O -1.03 0.28 1.75 -0.581
N -0.24 -0.92 -0.19 -0.470
C 1.03 -0.06 -0.49 1.004
C 2.14 -0.31 0.53 -1.616
N 0.70 1.31 -0.58 -0.482
O 1.40 -0.62 -1.72 -0.595
H -1.76 1.50 -0.35 0.340
H -3.20 0.66 0.23 0.379
H -2.41 0.10 -1.25 0.345
H -1.97 -1.30 0.82 0.382
H -0.49 -0.29 2.30 0.320
H 0.06 -1.81 0.18 0.194
H 2.27 -1.38 0.68 0.375
H 3.07 0.09 0.13 0.397
H 1.90 0.18 1.46 0.421
H 0.15 1.52 -1.40 0.216
H 1.47 1.93 -0.36 0.196
H 0.52 -0.99 -2.02 0.411
```

**Relative energy (zero: lowest compared OMol25 entry of this formula, charge and spin)**: 153.9 kJ/mol
**SMILES**: C[C@H](O)N[C@](C)(N)O
**Net charge**: 0
**Kohn-Sham gap**: 9.94 eV
**E_HOMO**: -9.20 eV

Entry 4:
This record from the OMol25 dataset describes a structure of composition C4H12N2O3Si. The level of theory is ωB97M-V with the def2-TZVPD basis set.

```
22
Properties=species:S:1:pos:R:3:mulliken_charge:R:1
C -1.65 -1.30 0.46 0.694
C -1.32 -2.70 0.96 -0.997
C 1.68 0.22 -1.71 -0.896
C 2.36 0.73 -0.35 -0.410
N -0.82 -0.32 0.81 -0.013
N 1.44 1.45 0.49 -0.583
O -2.62 -1.23 -0.32 -0.647
O -1.63 1.73 -1.18 -0.457
O -1.49 2.37 1.31 -0.523
Si -0.95 1.33 0.23 0.365
H -2.16 -2.89 1.61 0.283
H -1.27 -3.50 0.13 0.264
H -0.34 -2.65 1.36 0.325
H 0.86 -0.50 -1.43 0.167
H 1.23 0.85 -2.47 0.296
H 2.59 -0.40 -2.15 0.287
H 2.68 -0.19 0.12 0.202
H 3.26 1.30 -0.58 0.421
H 0.09 -0.58 1.27 0.326
H 1.68 2.50 0.60 0.210
H -2.51 1.33 -1.34 0.341
H -1.12 2.44 2.20 0.347
```

**Relative energy (zero: lowest compared OMol25 entry of this formula, charge and spin)**: 244.3 kJ/mol
**Net charge**: 0
**Kohn-Sham gap**: 8.41 eV
**E_HOMO**: -8.07 eV

Entry 5:
This record from the OMol25 dataset describes a cluster of 3 separate species, C4H12N2O4 in total. The level of theory is ωB97M-V with the def2-TZVPD basis set.

```
22
Properties=species:S:1:pos:R:3:mulliken_charge:R:1
C 0.98 2.23 -0.88 -0.817
N 1.14 0.87 -1.44 -0.353
C 2.03 0.02 -0.63 -0.564
C 1.22 -1.01 0.14 0.557
O 1.61 -2.14 0.24 -0.580
N 0.09 -0.56 0.83 0.022
C -0.70 -1.44 1.57 0.074
O -1.77 -1.03 1.99 -0.598
H 0.22 2.20 -0.04 0.242
H 0.56 2.94 -1.63 0.311
H 1.92 2.70 -0.50 0.328
H 1.46 0.92 -2.48 0.285
H 2.67 0.61 0.07 0.254
H 2.76 -0.52 -1.25 0.352
H -0.27 0.38 0.68 0.120
H -0.31 -2.46 1.71 0.377
O -1.90 1.36 0.74 -0.756
H -2.21 0.70 1.36 0.378
H -2.17 1.08 -0.14 0.417
O -1.89 0.45 -1.79 -0.763
H -0.92 0.32 -1.62 0.389
H -1.98 1.15 -2.44 0.323
```

**Relative energy (zero: lowest compared OMol25 entry of this formula, charge and spin)**: 86.8 kJ/mol
**SMILES**: CNCC(=O)NC=O.O.O
**Net charge**: 0
**Kohn-Sham gap**: 10.26 eV
**E_HOMO**: -9.78 eV

Entry 6:
This record from the OMol25 dataset describes the ion C4H12N2P with charge +1. The level of theory is ωB97M-V with the def2-TZVPD basis set.

```
19
Properties=species:S:1:pos:R:3:mulliken_charge:R:1
C -1.47 -0.41 -0.89 -0.568
C -0.49 0.87 -1.04 -0.873
C -0.81 -1.55 -0.33 0.027
C 1.05 0.19 0.95 -0.450
N 0.21 -2.12 -0.92 -0.193
N 0.15 1.20 0.35 -0.346
P 1.94 0.86 2.35 -0.098
H -2.26 -0.16 -0.30 0.347
H -1.83 -0.72 -1.95 0.350
H 0.36 0.62 -1.63 0.460
H -1.06 1.65 -1.40 0.419
H -1.13 -2.12 0.49 0.380
H 1.59 -0.10 0.09 0.278
H 0.70 -1.70 -1.68 0.228
H 0.78 -2.92 -0.72 0.250
H 0.58 2.23 0.35 0.429
H -0.62 1.41 0.92 0.361
H 0.97 0.61 3.22 0.016
H 1.32 2.18 2.13 -0.018
```

**Relative energy (zero: lowest compared OMol25 entry of this formula, charge and spin)**: 387.6 kJ/mol
**Net charge**: +1
**Kohn-Sham gap (spin up / spin down)**: 6.50 / 6.50 eV
**E_HOMO (spin up / spin down)**: -11.02 / -11.02 eV

Entry 7:
This record from the OMol25 dataset describes the molecule C4H12N2S. The level of theory is ωB97M-V with the def2-TZVPD basis set.

```
19
Properties=species:S:1:pos:R:3:mulliken_charge:R:1
C 0.13 3.65 -0.28 -0.873
N -0.46 2.34 -0.38 -0.336
C 0.41 1.30 0.16 -1.044
C -0.14 -0.08 -0.17 0.366
N -1.50 -0.20 0.37 -0.683
C 0.78 -1.15 0.39 -0.866
S 0.32 -2.86 -0.09 -0.230
H 1.17 3.64 -0.65 0.319
H -0.39 4.37 -0.92 0.295
H 0.20 4.08 0.73 0.306
H -1.32 2.31 0.15 0.246
H 0.49 1.35 1.26 0.299
H 1.42 1.44 -0.22 0.491
H -0.27 -0.14 -1.24 0.298
H -1.94 -1.02 -0.03 0.281
H -1.55 -0.31 1.37 0.229
H 0.77 -1.10 1.46 0.337
H 1.83 -1.05 0.09 0.435
H 1.49 -3.13 -0.67 0.130
```

**Relative energy (zero: lowest compared OMol25 entry of this formula, charge and spin)**: 29.4 kJ/mol
**SMILES**: CNC[C@H](N)CS
**Net charge**: 0
**Kohn-Sham gap**: 9.64 eV
**E_HOMO**: -8.76 eV

Entry 8:
This record from the OMol25 dataset describes the molecule C4H12N2S. The level of theory is ωB97M-V with the def2-TZVPD basis set.

```
19
Properties=species:S:1:pos:R:3:mulliken_charge:R:1
N -1.53 2.05 2.22 -0.546
C -0.91 0.69 2.04 -0.412
C -0.43 0.64 0.53 -0.629
N 0.24 -0.63 0.27 -0.238
C 0.01 -1.34 -0.95 -0.763
C 0.65 -0.75 -2.26 -0.577
S 2.51 -0.79 -2.14 -0.253
H -2.09 2.11 2.95 0.164
H -0.75 2.65 2.16 0.217
H 0.14 0.74 2.54 0.185
H -1.35 -0.18 2.46 0.481
H -1.29 0.53 -0.02 0.367
H 0.18 1.60 0.14 0.171
H 1.20 -0.61 0.53 0.308
H 0.70 -2.31 -0.95 0.310
H -1.02 -1.61 -1.18 0.381
H 0.35 0.28 -2.29 0.308
H 0.34 -1.38 -3.06 0.403
H 3.05 -1.69 -2.99 0.122
```

**Relative energy (zero: lowest compared OMol25 entry of this formula, charge and spin)**: 206.8 kJ/mol
**SMILES**: NCCNCCS
**Net charge**: 0
**Kohn-Sham gap**: 9.39 eV
**E_HOMO**: -8.50 eV

Entry 9:
This record from the OMol25 dataset describes a cluster of 2 separate species, C4H12N2S in total. The level of theory is ωB97M-V with the def2-TZVPD basis set.

```
19
Properties=species:S:1:pos:R:3:mulliken_charge:R:1
C 0.15 -0.70 -1.60 -0.315
N 0.05 0.68 -1.00 -0.175
C 1.02 1.80 -1.20 -0.406
N 0.99 2.70 -0.03 -0.616
C -0.77 -1.53 -0.78 -0.727
C -0.40 -1.94 0.69 -0.769
S -0.66 -0.58 1.93 -0.238
H 1.27 -1.00 -1.54 0.229
H -0.02 -0.46 -2.73 0.275
H -0.27 0.55 -0.03 0.003
H 2.05 1.41 -1.41 0.250
H 0.55 2.23 -2.22 0.263
H 0.05 2.84 0.36 0.286
H 1.57 2.25 0.72 0.295
H -0.92 -2.43 -1.30 0.486
H -1.73 -1.07 -0.82 0.341
H 0.70 -2.05 0.69 0.311
H -1.01 -2.70 0.93 0.445
H 0.99 0.25 1.02 0.062
```

**Relative energy (zero: lowest compared OMol25 entry of this formula, charge and spin)**: 428.8 kJ/mol
**Net charge**: 0
**Kohn-Sham gap**: 7.12 eV
**E_HOMO**: -8.30 eV

Entry 10:
This record from the OMol25 dataset describes a structure of composition C4H12N2Si. The level of theory is ωB97M-V with the def2-TZVPD basis set.

```
19
Properties=species:S:1:pos:R:3:mulliken_charge:R:1
C 0.38 1.27 -1.18 -1.013
C -0.72 -1.67 -1.11 -0.997
C -2.20 0.63 0.36 -0.992
C 0.57 -0.41 1.43 -0.642
N 3.14 -0.19 1.33 -0.541
N 2.24 0.54 0.99 0.093
Si -0.48 -0.06 -0.12 0.285
H -0.20 1.54 -2.05 0.330
H 0.55 2.17 -0.60 0.318
H 1.35 0.93 -1.53 0.320
H -1.40 -1.52 -1.94 0.295
H 0.22 -2.04 -1.52 0.309
H -1.13 -2.46 -0.49 0.321
H -2.75 -0.04 1.01 0.312
H -2.11 1.59 0.86 0.299
H -2.80 0.79 -0.53 0.299
H 0.32 0.12 2.33 0.404
H 0.93 -1.41 1.61 0.355
H 4.08 0.21 1.15 0.243
```

**Relative energy (zero: lowest compared OMol25 entry of this formula, charge and spin)**: 241.2 kJ/mol
**Net charge**: 0
**Kohn-Sham gap**: 9.27 eV
**E_HOMO**: -8.22 eV

Entry 11:
This record from the OMol25 dataset describes the ion C4H12N3 with charge +1. The level of theory is ωB97M-V with the def2-TZVPD basis set.

```
19
Properties=species:S:1:pos:R:3:mulliken_charge:R:1
C 1.98 0.07 0.83 -1.277
C 1.17 -1.30 0.95 -0.442
C -0.34 -1.15 0.99 -0.570
N -0.71 -0.68 -0.43 -0.248
C -1.14 0.56 -0.95 0.581
N -0.89 1.69 -0.27 -0.337
N -1.99 0.80 -1.98 -0.391
H 1.87 0.75 1.67 0.389
H 3.02 -0.08 0.55 0.356
H 1.77 0.71 0.00 0.342
H 1.53 -1.75 1.84 0.329
H 1.37 -1.96 0.15 0.426
H -0.78 -0.49 1.74 0.400
H -0.87 -2.07 0.98 0.259
H -0.01 -1.30 -1.00 0.275
H -0.05 1.82 0.34 0.220
H -1.61 2.43 -0.42 0.214
H -2.16 1.79 -2.20 0.204
H -2.16 0.17 -2.76 0.272
```

**Relative energy (zero: lowest compared OMol25 entry of this formula, charge and spin)**: 168.7 kJ/mol
**SMILES**: CCCNC(N)=[NH2+]
**Net charge**: +1
**Kohn-Sham gap**: 11.08 eV
**E_HOMO**: -14.50 eV

Entry 12:
This record from the OMol25 dataset describes the ion C4H12N3 with charge +1. The level of theory is ωB97M-V with the def2-TZVPD basis set.

```
19
Properties=species:S:1:pos:R:3:mulliken_charge:R:1
C 1.79 -0.27 0.53 -1.451
C 0.78 0.13 -0.54 0.018
C -0.24 -1.09 -0.79 -0.717
C -0.89 -1.40 0.46 -0.058
N -1.89 -0.65 0.86 -0.231
N 0.15 1.33 -0.15 -0.111
N -0.93 1.78 -0.98 -0.580
H 2.53 0.51 0.66 0.380
H 2.30 -1.19 0.25 0.382
H 1.30 -0.43 1.49 0.381
H 1.27 0.29 -1.50 0.359
H -0.94 -0.71 -1.53 0.381
H 0.34 -1.91 -1.18 0.424
H -0.56 -2.21 1.09 0.451
H -2.40 -0.83 1.71 0.269
H -2.25 0.06 0.22 0.286
H -0.14 1.34 0.83 0.308
H -0.53 2.01 -1.90 0.259
H -1.26 2.66 -0.60 0.250
```

**Relative energy (zero: lowest compared OMol25 entry of this formula, charge and spin)**: 236.1 kJ/mol
**SMILES**: C[C@@H](CC=[NH2+])NN
**Net charge**: +1
**Kohn-Sham gap**: 7.68 eV
**E_HOMO**: -12.37 eV